# C18H37O6PSi2

A structure of composition C18H37O6PSi2 at a distorted geometry (the ωB97M-V functional and the def2-TZVPD basis, OMol25).

## Properties
Charge: 0
Kohn-Sham gap (eV): 8.2
Highest occupied orbital energy (eV): -7.6641

```
64
C18H37O6PSi2 | OMol25 | the ωB97M-V functional and the def2-TZVPD basis
C 5.42 -1.85 1.89
C 4.87 -2.04 0.72
Si 3.73 -0.77 -0.09
C 4.64 0.14 -1.48
C 6.07 0.60 -1.07
C 6.16 2.06 -0.65
O 4.99 2.51 0.05
C 5.26 3.59 0.83
C 4.68 4.94 0.44
O 5.88 3.50 1.80
O 2.40 -1.51 -0.84
Si 0.96 -1.45 0.06
C -0.30 -2.63 -0.70
C -1.06 -2.09 -1.93
C -2.13 -1.03 -1.58
C -3.30 -1.64 -0.77
C -3.71 -0.75 0.45
C -4.91 0.17 0.06
C -6.17 -0.10 0.93
C -7.13 1.12 0.79
O -7.51 1.25 -0.60
C -7.27 2.51 -1.11
C -5.90 2.95 -1.56
O -8.16 3.25 -1.21
P 1.49 -2.24 2.10
C 1.42 -4.09 1.98
O 0.24 -1.69 3.09
H 6.03 -2.60 2.38
H 5.29 -0.90 2.39
H 5.10 -2.96 0.17
H 3.33 0.18 0.97
H 4.77 -0.63 -2.26
H 4.02 0.92 -1.92
H 6.71 0.48 -1.95
H 6.47 -0.08 -0.31
H 7.01 2.15 0.04
H 6.37 2.68 -1.54
H 3.59 4.87 0.32
H 5.14 5.36 -0.45
H 4.86 5.63 1.26
H 0.47 -0.06 0.20
H 0.27 -3.51 -1.03
H -1.02 -2.93 0.07
H -1.62 -2.93 -2.36
H -0.40 -1.70 -2.71
H -1.68 -0.16 -1.09
H -2.51 -0.67 -2.55
H -4.14 -1.76 -1.46
H -3.03 -2.62 -0.37
H -3.94 -1.35 1.33
H -2.87 -0.09 0.68
H -5.19 0.03 -0.98
H -4.63 1.20 0.29
H -6.67 -1.01 0.59
H -5.90 -0.20 1.98
H -8.02 0.89 1.38
H -6.59 2.00 1.17
H -5.94 3.87 -2.13
H -5.44 2.19 -2.21
H -5.23 3.14 -0.71
H 0.90 -4.46 2.86
H 2.46 -4.44 1.94
H 0.93 -4.46 1.07
H 0.48 -0.79 3.35
```


# C18H37OP3SSn

A structure of composition C18H37OP3SSn at a distorted geometry (the ωB97M-V functional and the def2-TZVPD basis, OMol25).

## Properties
Charge: +4
Kohn-Sham gap (spin up / spin down) (eV): 3.4 / 4.1
Highest occupied orbital energy (spin up / spin down) (eV): -19.3271 / -19.4097

```
61
C18H37OP3SSn | OMol25 | the ωB97M-V functional and the def2-TZVPD basis
Sn -0.29 -0.22 0.01
P 1.54 0.79 2.12
P -1.93 1.54 1.50
P 0.68 1.61 -1.67
H -0.15 -4.71 2.80
C 0.39 -4.84 1.85
C 1.68 -4.49 1.70
H 2.23 -3.95 2.49
C 1.72 0.03 3.77
C 1.59 2.57 2.58
C 3.26 0.58 1.50
C -3.68 1.25 1.02
C -2.23 1.76 3.30
C -1.85 3.33 1.05
C 2.01 0.71 -2.55
C 1.43 3.18 -1.14
C -0.56 2.02 -2.92
H -0.12 -5.46 1.09
H 2.20 -4.66 0.74
H 1.74 -1.07 3.68
H 0.88 0.32 4.42
H 2.67 0.39 4.20
H 0.74 2.83 3.23
H 1.57 3.21 1.69
H 2.52 2.74 3.14
H 3.48 -0.49 1.43
H 3.95 1.06 2.22
H 3.35 1.03 0.50
H -4.25 2.18 1.11
H -4.13 0.51 1.71
H -3.74 0.89 -0.02
H -2.81 2.68 3.48
H -1.27 1.86 3.84
H -2.81 0.91 3.69
H -2.77 3.82 1.39
H -1.77 3.44 -0.04
H -0.99 3.81 1.55
H 2.13 1.20 -3.53
H 1.72 -0.34 -2.71
H 2.97 0.74 -1.99
H 1.72 3.75 -2.05
H 2.34 3.00 -0.54
H 0.72 3.78 -0.55
H -0.05 2.13 -3.90
H -1.08 2.96 -2.68
H -1.30 1.22 -2.96
C -1.45 -2.30 -2.74
C -2.14 -2.26 -3.98
C -1.77 -3.06 -5.06
C -0.64 -3.88 -4.96
C 0.13 -3.86 -3.79
C -0.25 -3.07 -2.68
S -2.09 -1.29 -1.48
H 1.39 -0.50 0.64
H -2.98 -1.59 -4.10
H -2.39 -3.07 -5.96
H -0.38 -4.58 -5.76
H 1.02 -4.50 -3.75
H 0.39 -3.02 -1.79
O -1.27 -1.53 3.43
C -1.03 -1.08 2.40
```


# C18H38ClLi2O9

A structure of composition C18H38ClLi2O9 at a distorted geometry (the ωB97M-V functional and the def2-TZVPD basis, OMol25).

## Properties
Charge: +1
Kohn-Sham gap (eV): 8.3
Highest occupied orbital energy (eV): -11.4943

```
68
C18H38ClLi2O9 | OMol25 | the ωB97M-V functional and the def2-TZVPD basis
Li -12.44 -18.68 -6.45
Li -17.53 -17.10 -3.66
Cl -14.04 -17.06 -4.53
O -13.78 -16.75 -5.92
O -13.62 -15.97 -3.74
O -15.42 -17.34 -4.26
O -13.26 -18.25 -4.21
C -12.62 -21.12 -0.25
C -12.86 -19.96 -1.25
C -11.45 -19.70 -1.77
O -10.54 -20.08 -0.75
C -11.21 -20.81 0.25
H -12.66 -22.02 -0.87
H -13.32 -21.16 0.58
H -13.07 -19.08 -0.63
H -13.66 -20.22 -1.93
H -11.34 -18.67 -2.10
H -11.24 -20.30 -2.68
H -11.38 -20.25 1.19
H -10.69 -21.73 0.51
C -15.33 -17.26 -0.37
C -16.03 -18.60 -0.11
C -17.12 -18.66 -1.17
O -17.10 -17.37 -1.84
C -16.45 -16.43 -1.00
H -14.54 -17.38 -1.12
H -14.88 -16.77 0.48
H -16.50 -18.66 0.87
H -15.36 -19.45 -0.21
H -18.11 -18.94 -0.80
H -16.96 -19.38 -1.98
H -17.05 -15.85 -0.29
H -16.06 -15.62 -1.63
C -12.98 -22.87 -5.17
C -13.93 -21.92 -4.45
C -15.30 -22.20 -5.10
O -15.22 -23.49 -5.66
C -13.88 -23.84 -5.95
H -12.32 -23.35 -4.45
H -12.27 -22.36 -5.83
H -13.73 -20.86 -4.52
H -13.96 -22.25 -3.41
H -15.56 -21.47 -5.88
H -16.11 -22.14 -4.37
H -13.65 -23.69 -7.01
H -13.69 -24.88 -5.69
C -10.09 -17.72 -9.86
C -10.25 -16.35 -9.17
C -11.56 -16.49 -8.42
O -11.52 -17.87 -7.96
C -11.05 -18.63 -9.06
H -9.07 -18.09 -9.86
H -10.37 -17.68 -10.91
H -10.32 -15.52 -9.86
H -9.42 -16.15 -8.49
H -12.43 -16.46 -9.08
H -11.75 -15.84 -7.57
H -11.88 -18.93 -9.71
H -10.61 -19.57 -8.74
C -8.77 -16.95 -5.19
C -10.19 -17.30 -4.77
O -10.64 -18.53 -5.35
H -8.37 -16.07 -4.69
H -8.71 -16.76 -6.26
H -8.04 -17.74 -4.98
H -10.83 -16.47 -5.07
H -10.23 -17.41 -3.68
H -9.93 -19.14 -5.11
```